The following is a DFT calculation (ωB97M-V with the def2-TZVPD basis set) of a molecular structure, C28H47BrMnNP3 in a non-equilibrium geometry.

Last column: Löwdin spin population.
Cartesian coordinates (Å):
C: -0.91 5.51 -3.54  0.002
C: -1.23 4.28 -4.20  -0.020
C: -1.48 4.39 -5.57  0.006
C: -1.43 5.63 -6.22  -0.001
N: -1.14 6.76 -5.59  0.007
C: -0.89 6.72 -4.28  -0.003
C: -1.36 2.98 -3.55  -0.064
C: -1.50 2.48 -2.36  -0.091
C: -1.61 2.27 -0.97  0.003
C: -0.46 2.21 -0.15  -0.027
C: -0.51 1.54 1.06  0.014
C: -1.71 0.99 1.55  -0.033
C: -2.89 1.28 0.84  0.007
C: -2.86 1.92 -0.39  -0.028
Mn: -1.53 0.89 -3.52  4.134
P: 2.11 -0.95 1.36  0.344
H: -1.76 3.52 -6.16  0.000
H: -0.67 5.58 -2.47  0.000
H: -1.61 5.72 -7.29  0.000
H: -0.66 7.68 -3.81  0.000
H: -3.80 2.19 -0.90  -0.001
H: 0.44 2.69 -0.53  -0.001
H: -3.84 0.98 1.27  0.001
H: 0.41 1.43 1.64  0.008
C: 2.14 -2.59 2.23  0.034
C: 2.87 -3.76 1.59  0.012
H: 1.07 -2.84 2.35  0.003
H: 2.52 -2.40 3.25  -0.001
H: 2.92 -4.59 2.31  0.002
H: 2.34 -4.15 0.71  0.001
H: 3.90 -3.52 1.30  0.000
C: 2.25 -1.41 -0.43  0.072
C: 2.84 -0.33 -1.34  0.003
H: 1.22 -1.63 -0.74  0.002
H: 2.82 -2.35 -0.52  0.012
H: 2.68 -0.62 -2.39  0.001
H: 2.36 0.64 -1.20  0.001
H: 3.92 -0.22 -1.20  0.000
C: 3.79 -0.25 1.71  0.026
C: 5.00 -1.13 1.43  0.013
H: 3.78 0.06 2.77  -0.001
H: 3.85 0.68 1.11  0.000
H: 5.91 -0.51 1.51  0.003
H: 5.10 -1.94 2.16  0.000
H: 5.00 -1.56 0.42  0.001
Br: -1.81 -0.31 2.87  -0.001
P: -2.46 -2.62 -1.70  0.010
C: -0.73 -3.18 -1.49  0.001
C: -0.49 -4.69 -1.59  0.000
H: -0.45 -2.83 -0.48  0.000
H: -0.14 -2.64 -2.24  0.000
H: 0.59 -4.88 -1.68  0.000
H: -0.83 -5.23 -0.69  0.000
H: -0.98 -5.14 -2.45  0.000
C: -2.98 -2.73 0.08  0.002
C: -4.31 -3.43 0.35  0.000
H: -2.96 -1.72 0.49  0.000
H: -2.19 -3.31 0.58  0.000
H: -4.49 -3.49 1.43  0.000
H: -5.16 -2.89 -0.10  0.000
H: -4.31 -4.46 -0.04  0.000
C: -2.45 -0.83 -2.19  0.031
C: -2.95 -0.95 -3.63  0.038
H: -1.43 -0.39 -2.04  0.013
H: -3.17 -0.34 -1.52  0.003
H: -3.13 -0.01 -4.18  0.015
H: -2.34 -1.63 -4.24  0.006
H: -3.94 -1.42 -3.56  0.004
C: -0.37 1.32 5.14  0.048
P: 1.09 0.88 4.11  0.291
C: 2.10 2.37 4.40  0.044
C: 1.88 -0.31 5.27  0.029
H: -1.05 1.94 4.54  0.001
H: -0.04 1.88 6.02  0.010
H: -0.90 0.42 5.43  0.000
H: 2.42 2.40 5.45  0.009
H: 2.98 2.34 3.75  0.001
H: 1.51 3.26 4.16  0.000
H: 2.11 0.21 6.21  0.007
H: 1.18 -1.13 5.47  0.000
H: 2.80 -0.71 4.83  0.000

The calculation puts the largest force on an atom at 0.0437 hartree/bohr. Its charge is +2. The calculation puts the HOMO energy (alpha / beta) at -0.499 / -0.493 hartree. The expectation value of S² is 8.9847. As for the spin multiplicity: 6.

The following is a DFT calculation (ωB97M-V with the def2-TZVPD basis set) of a molecular structure, C28H47BrN6O2OsSSbSi3.

Last column: Löwdin spin population.
Cartesian coordinates (Å):
Os: 0.49 0.54 0.30  2.288
O: -3.61 -0.25 2.59  0.001
C: -3.26 -1.59 2.73  -0.001
C: -4.22 -2.55 3.00  0.000
C: -3.83 -3.88 3.13  -0.001
C: -2.50 -4.24 2.97  0.000
C: -1.55 -3.27 2.69  -0.001
C: -1.92 -1.93 2.58  -0.001
C: -0.94 -0.84 2.27  0.009
O: -0.97 -0.55 0.87  0.213
N: 0.44 -1.24 2.58  -0.004
N: 1.29 -0.28 2.05  0.044
C: 2.45 -0.03 2.55  0.046
C: 3.40 0.83 1.89  -0.003
Br: 2.90 1.29 0.07  0.072
C: 4.60 1.25 2.32  0.037
C: 5.14 1.12 3.66  0.005
C: 6.53 1.03 3.79  0.010
C: 7.10 0.86 5.04  -0.001
C: 6.29 0.83 6.17  0.014
C: 4.91 0.97 6.05  0.000
C: 4.34 1.11 4.81  0.009
H: -4.46 -0.11 3.01  0.000
H: -5.26 -2.27 3.13  0.000
H: -4.57 -4.63 3.36  0.000
H: -2.20 -5.28 3.07  0.000
H: -0.51 -3.55 2.57  0.000
H: -1.20 0.08 2.80  0.003
H: 0.60 -1.37 3.58  -0.001
H: 2.78 -0.50 3.47  0.002
H: 5.26 1.72 1.59  0.001
H: 7.17 1.06 2.91  0.000
H: 8.18 0.78 5.14  0.000
H: 6.74 0.72 7.15  0.001
H: 4.30 0.99 6.94  0.000
H: 3.27 1.30 4.73  0.000
C: -5.06 3.76 0.16  0.000
C: -3.66 3.92 0.62  0.003
N: -3.13 5.00 1.09  0.010
N: -1.85 4.67 1.37  0.020
C: -1.56 3.41 1.08  0.043
S: -0.03 2.69 1.39  0.231
N: -2.71 2.91 0.60  0.010
N: -2.84 1.61 0.10  0.016
H: -5.59 4.68 0.35  0.000
H: -5.56 2.95 0.68  0.000
H: -5.09 3.56 -0.92  0.000
H: -1.23 5.36 1.78  0.002
H: -3.00 0.96 0.87  0.000
H: -3.67 1.60 -0.49  0.000
C: -2.08 -2.52 -4.04  0.026
Si: -1.79 -2.15 -2.26  0.153
C: -3.18 -1.25 -1.43  0.054
C: -0.96 -3.44 -1.24  0.024
Sb: 0.08 -0.04 -2.19  0.397
Si: 2.15 -1.55 -2.98  0.086
C: 3.25 -0.21 -3.65  0.044
C: 1.61 -2.73 -4.29  0.006
C: 2.78 -2.37 -1.44  0.012
Si: -0.55 1.90 -3.85  0.049
C: -0.77 1.10 -5.50  0.009
C: -2.10 2.67 -3.17  0.002
C: 0.93 3.02 -3.73  0.016
H: -2.89 -3.26 -4.07  0.006
H: -1.22 -2.95 -4.54  0.000
H: -2.43 -1.65 -4.59  0.000
H: -4.01 -1.97 -1.37  0.012
H: -3.52 -0.40 -2.02  0.000
H: -2.91 -0.95 -0.42  0.001
H: -1.72 -4.18 -0.98  0.006
H: -0.58 -3.03 -0.29  0.001
H: -0.16 -3.95 -1.77  0.000
H: 2.86 0.21 -4.58  0.000
H: 4.21 -0.67 -3.89  0.009
H: 3.45 0.61 -2.95  0.001
H: 1.03 -2.25 -5.09  0.000
H: 1.04 -3.57 -3.89  0.000
H: 2.51 -3.14 -4.75  0.002
H: 3.10 -1.65 -0.68  0.002
H: 3.65 -2.97 -1.72  0.002
H: 2.04 -3.04 -1.00  0.000
H: -1.68 0.50 -5.56  0.000
H: 0.08 0.47 -5.78  0.000
H: -0.85 1.89 -6.26  0.002
H: -2.93 1.97 -3.15  0.000
H: -2.38 3.51 -3.81  0.000
H: -1.93 3.06 -2.16  0.000
H: 1.82 2.57 -4.18  0.000
H: 1.15 3.31 -2.70  0.000
H: 0.71 3.93 -4.28  0.003

The calculation puts the largest force on an atom at 0.0053 hartree/bohr. Its charge is +3. The calculation puts the HOMO energy (alpha / beta) at -0.565 / -0.570 hartree. The expectation value of S² is 6.0315. As for the spin multiplicity: 5.

Question: What is the formula in the second record?
Answer: C28H47BrN6O2OsSSbSi3

Question: The highest largest force on an atom belongs to which entry?
Answer: C28H47BrMnNP3

Question: What is the formula in the second record?
Answer: C28H47BrN6O2OsSSbSi3